Density functional theory data (ωB97M-V with the def2-TZVPD basis set) for a molecular structure, C22H51EuN4OP2.

Structure (XYZ):
```
81
Properties=species:S:1:pos:R:3:forces:R:3
Eu -0.4632 0.0035 0.4875 -1.40 -0.85 0.79
P 0.1056 -2.6935 -0.3791 -1.19 -1.51 0.61
P 0.1213 2.6656 -0.0294 -1.22 1.63 0.99
N 1.8293 0.0343 -1.2181 -0.68 -0.07 1.42
C 1.7574 -2.5310 -1.0779 1.02 0.56 -0.95
H 2.3561 -3.4052 -0.7781 0.08 0.35 -0.42
H 1.6138 -2.5143 -2.1609 -0.08 -0.72 -0.15
C 2.5736 -1.2249 -0.9039 1.62 0.65 0.05
H 3.1065 -1.1577 0.0770 -0.83 0.12 -0.47
H 3.4137 -1.2094 -1.6590 -0.50 -0.66 0.79
C 2.5638 1.3000 -0.9061 1.73 -0.27 -0.68
H 3.2824 1.4254 -1.7846 -0.65 0.29 1.14
H 3.2671 1.1785 -0.0431 -0.95 -0.21 -0.35
C 1.7245 2.6166 -0.8035 1.56 -0.25 -1.20
H 1.5613 2.8275 -1.8600 -0.18 0.55 -0.05
H 2.3432 3.4340 -0.3820 -0.01 -0.47 -0.44
C 0.4597 3.6470 1.5471 -0.27 -0.75 -0.15
C -0.5916 3.3374 2.6364 0.11 -0.02 0.06
H -0.3341 3.9249 3.5389 -0.24 -0.30 -0.32
H -0.5844 2.2641 2.9125 -0.10 0.53 -0.15
H -1.6106 3.6285 2.3141 0.53 -0.19 0.20
C -0.9459 3.7475 -1.1162 0.27 -0.34 -0.16
C -2.3265 3.9890 -0.4904 -0.11 -0.03 0.00
H -2.9775 4.4548 -1.2376 0.09 -0.04 0.07
H -2.2876 4.6711 0.3634 0.11 -0.04 -0.08
H -2.8249 3.0679 -0.1649 0.20 0.05 -0.08
C -0.9011 -3.6318 -1.6680 0.02 0.50 -0.08
C -2.3277 -3.9317 -1.1653 -0.07 0.05 0.04
H -2.9551 -4.2570 -2.0063 0.22 0.06 0.13
H -2.8255 -3.0583 -0.7223 0.24 -0.09 -0.09
H -2.3513 -4.7398 -0.4266 0.13 0.07 -0.11
C 0.3831 -3.9109 1.0403 -0.03 0.95 0.03
C -0.7785 -3.8616 2.0544 0.02 0.02 0.18
H -0.5089 -4.4852 2.9313 -0.22 0.29 -0.39
H -1.7110 -4.2698 1.6189 0.48 0.25 0.28
H -0.9787 -2.8329 2.4199 0.08 -0.51 -0.24
C -3.2704 -0.1126 1.3647 -0.06 -0.10 2.09
C -0.3132 5.0476 -1.6359 -0.22 -0.03 -0.04
H -0.2432 5.8072 -0.8400 -0.04 -0.32 -0.59
H 0.6861 4.8663 -2.0644 -0.36 0.22 0.13
H -0.9761 5.4262 -2.4335 0.39 0.02 0.26
C -0.2526 -4.8648 -2.3142 -0.10 0.12 0.04
H -0.8571 -5.1400 -3.1952 0.31 -0.01 0.30
H 0.7700 -4.6353 -2.6498 -0.27 -0.25 0.04
H -0.2301 -5.7160 -1.6163 0.00 0.35 -0.52
C 0.7209 -5.3468 0.6860 0.20 -0.29 0.29
H 1.1109 -5.8370 1.5859 -0.06 -0.01 -0.11
H -0.1584 -5.9146 0.3712 0.09 0.14 0.05
H 1.4915 -5.4368 -0.0793 -0.03 0.01 -0.06
C 0.6415 5.1439 1.3971 0.23 0.27 0.33
H -0.2989 5.6666 1.2056 0.09 -0.16 0.00
H 1.0268 5.5267 2.3464 -0.02 0.09 -0.03
H 1.3634 5.4167 0.6291 -0.01 0.00 -0.07
H 1.4234 3.2092 1.8627 -0.18 0.12 0.05
H 1.2738 -3.4490 1.5143 -0.28 -0.19 0.00
H -1.0968 3.0761 -1.9799 -0.01 0.18 0.13
H -1.0081 -2.8597 -2.4514 0.04 -0.18 0.14
O -4.3927 -0.1150 1.6520 1.28 0.06 -1.39
H 1.7347 -0.0064 -2.2215 -0.44 0.25 -0.20
H -2.5683 -0.0127 -0.2544 -0.33 0.10 -0.90
C 3.3274 1.3484 3.7980 0.00 0.19 -0.13
N 2.5108 0.3326 4.4402 0.69 -0.43 0.27
C 2.5980 0.2942 5.9087 -0.10 0.16 0.56
C 1.4843 -0.2560 3.7676 -0.66 0.62 -0.67
N 1.0756 0.1687 2.5726 1.03 -0.86 1.18
N 0.8225 -1.2840 4.4136 -0.25 -0.33 0.22
C -0.5901 -1.1368 4.7853 0.17 0.27 -0.22
C 1.5229 -2.5004 4.8222 0.15 0.25 -0.14
H 4.1301 1.6625 4.4674 -0.14 -0.19 -0.08
H 2.7207 2.2450 3.5931 0.21 -0.13 -0.22
H 3.8092 0.9612 2.8862 -0.30 0.19 0.14
H 1.7132 0.7943 6.3603 0.45 -0.48 -0.18
H 2.7262 -0.7239 6.3254 -0.21 0.67 -0.33
H 3.4814 0.8792 6.2304 -0.50 -0.40 -0.31
H 1.7777 0.8446 2.2865 -0.35 0.50 -0.21
H -1.0098 -2.1664 4.8846 0.01 1.00 -0.17
H -0.6749 -0.6003 5.7686 -0.20 -0.44 -0.80
H -1.0905 -0.5502 3.9706 0.06 -0.61 0.90
H 0.7410 -3.2403 5.0486 0.45 0.14 -0.06
H 2.1396 -2.8829 3.9772 -0.26 0.20 0.65
H 2.1500 -2.3612 5.7274 -0.26 -0.34 -0.50
```
Positions in Å, forces in eV/Å.

Its spin multiplicity is 8. The total charge is +1. Its largest force on an atom is 2.27 eV/A. As for the molecular weight: 601.6 g mol⁻¹. Its total energy is -69547.9978 eV.

Density functional theory data (ωB97M-V with the def2-TZVPD basis set) for 6 unconnected molecules or ions with the total composition C22H51N3O5P.

Structure (XYZ):
```
82
Properties=species:S:1:pos:R:3:forces:R:3
N 1.9483 -0.3535 -0.5372 0.27 1.31 -0.25
C 0.8619 0.5855 -0.9882 0.09 -1.93 0.29
N 0.1428 1.1222 0.1689 -0.04 0.37 -0.85
N -0.0573 -0.2181 -1.8327 -0.14 0.24 0.72
C 1.4619 1.6938 -1.9394 0.25 0.40 0.01
P 1.6321 3.3815 -1.1590 -0.04 -0.10 -0.36
H 2.8744 0.0064 -0.7668 -0.17 -0.28 0.29
H 1.8870 -0.5130 0.4661 0.07 -0.06 -0.30
H 0.7655 1.3279 0.9464 -0.25 -0.32 -0.13
H -0.6230 0.5177 0.4601 0.28 0.17 -0.01
H 0.5011 -0.9879 -2.2145 -0.15 0.44 0.07
H -0.7234 -0.7045 -1.2151 0.21 0.20 -0.29
H 2.4808 1.4031 -2.3021 -0.83 0.28 0.25
H 0.8134 1.8190 -2.8425 0.39 -0.09 0.90
H 1.0498 4.3443 -2.0437 0.56 -0.43 0.58
H 0.9665 3.5290 0.0834 0.27 -0.12 -0.55
H 3.0176 3.6718 -0.9384 -0.86 0.06 -0.20
C -2.0692 -5.0558 -0.0433 -0.15 -0.15 0.37
C -2.9134 -4.4471 -1.1454 0.11 0.14 -0.36
C -3.0848 -3.0201 -0.6585 -0.26 0.06 0.17
O -1.9033 -2.6969 0.0925 0.08 0.10 -0.10
C -1.1588 -3.9013 0.3310 0.27 0.03 -0.10
H -1.5199 -5.9453 -0.3526 -0.01 0.06 -0.01
H -2.7046 -5.3241 0.8054 0.06 -0.06 -0.05
H -2.3596 -4.4592 -2.0869 -0.12 -0.05 0.02
H -3.8627 -4.9585 -1.3038 0.05 0.02 0.01
H -3.9468 -2.9274 0.0112 -0.03 0.01 -0.05
H -3.2033 -2.3069 -1.4773 0.06 0.04 0.07
H -0.2648 -3.8780 -0.3030 0.04 -0.05 0.04
H -0.8427 -3.9340 1.3757 -0.04 0.11 -0.02
C -5.3919 -5.8841 4.1172 0.06 0.31 0.17
C -6.4781 -6.3362 3.1603 -0.25 -0.24 0.02
C -5.7599 -6.2864 1.8245 0.10 0.12 -0.21
O -4.3792 -6.5674 2.0892 -0.16 0.07 0.16
C -4.1535 -6.5111 3.5040 0.14 -0.25 -0.03
H -5.5575 -6.1947 5.1490 0.02 0.00 -0.05
H -5.3089 -4.7931 4.0977 0.01 -0.05 0.03
H -6.7717 -7.3646 3.3898 -0.01 0.06 -0.03
H -7.3728 -5.7136 3.1843 0.05 -0.02 -0.02
H -5.8231 -5.2886 1.3756 -0.09 0.00 -0.02
H -6.1487 -7.0139 1.1095 0.11 0.01 0.00
H -4.0065 -7.5347 3.8645 0.03 0.04 0.07
H -3.2461 -5.9383 3.7061 0.01 -0.03 -0.10
C 2.6278 8.6378 -1.0011 -0.11 0.28 0.19
C 3.8934 7.8274 -0.7981 0.31 -0.13 -0.28
C 3.4127 6.7186 0.1177 0.04 0.09 0.36
O 2.0285 6.4898 -0.2025 0.06 -0.32 -0.18
C 1.5624 7.5590 -1.0428 -0.20 -0.03 -0.19
H 2.6403 9.2539 -1.8999 -0.01 -0.06 0.03
H 2.4647 9.2917 -0.1400 0.00 -0.03 -0.06
H 4.2248 7.4088 -1.7541 0.01 0.01 0.04
H 4.7167 8.3998 -0.3718 -0.09 -0.05 0.08
H 3.4717 7.0177 1.1678 0.06 0.00 -0.05
H 3.9774 5.7904 -0.0121 -0.06 -0.04 0.01
H 1.4368 7.1640 -2.0581 -0.03 0.08 -0.04
H 0.5932 7.9083 -0.6839 0.03 -0.12 0.05
C -2.7113 -8.9519 -3.5232 -0.08 -0.22 0.28
C -3.5530 -8.3462 -4.6295 0.01 -0.03 -0.35
C -3.7223 -6.9170 -4.1481 -0.11 0.19 0.15
O -2.5442 -6.5935 -3.3977 -0.03 -0.27 -0.10
C -1.8015 -7.7954 -3.1528 0.22 0.15 -0.09
H -2.1615 -9.8432 -3.8265 -0.01 0.05 0.01
H -3.3475 -9.2156 -2.6730 0.06 -0.01 -0.03
H -2.9965 -8.3610 -5.5712 -0.06 0.00 0.03
H -4.5037 -8.8557 -4.7881 0.03 0.04 0.02
H -4.5862 -6.8216 -3.4810 -0.06 -0.01 -0.06
H -3.8376 -6.2066 -4.9689 0.06 0.04 0.08
H -0.9069 -7.7757 -3.7846 0.03 -0.07 0.04
H -1.4879 -7.8237 -2.1073 -0.03 0.09 -0.02
C 7.0609 8.3245 3.3208 0.27 -0.20 -0.16
C 6.8680 9.8064 3.5770 -0.06 0.18 0.30
C 5.8855 10.1886 2.4857 -0.03 0.14 -0.25
O 5.0777 9.0289 2.2343 0.16 -0.11 0.06
C 5.6708 7.8980 2.8867 -0.25 0.01 0.11
H 7.4221 7.7716 4.1882 -0.03 0.02 -0.04
H 7.7712 8.1775 2.5017 -0.03 -0.03 0.05
H 6.4133 9.9579 4.5602 0.04 0.03 -0.05
H 7.7917 10.3836 3.5367 -0.05 -0.02 -0.02
H 6.4039 10.4488 1.5566 0.03 0.06 0.04
H 5.2437 11.0240 2.7705 -0.05 -0.09 -0.06
H 5.0471 7.6392 3.7494 0.04 -0.08 0.01
H 5.6861 7.0474 2.2011 -0.04 0.05 -0.04
```
Positions in Å, forces in eV/Å.

The total charge is +1. Its largest force on an atom is 1.95 eV/A. As for the molecular weight: 468.6 g mol⁻¹. Its total energy is -47628.5604 eV.

Density functional theory data (ωB97M-V with the def2-TZVPD basis set) for 4 unconnected molecules or ions with the total composition C22H51N4O2.

Structure (XYZ):
```
79
Properties=species:S:1:pos:R:3:forces:R:3
N 6.2382 -0.1088 3.4397 0.12 -0.15 0.00
C 5.4631 -1.1669 3.4707 -0.07 -0.06 0.29
N 5.5054 -2.0682 4.4778 0.16 -0.16 -0.56
C 4.7843 -3.2610 3.9308 0.11 0.70 -0.56
C 3.6543 -2.4896 3.2729 0.00 0.09 0.55
C 2.7272 -1.7669 4.2680 -0.29 -0.13 0.07
O 1.4044 -1.7006 3.7729 -0.01 -0.45 0.15
N 1.3442 -1.0152 2.4736 -0.12 0.15 -0.17
O 1.4671 0.1228 2.5861 0.14 0.25 0.05
N 4.4636 -1.4288 2.5575 -0.26 -0.80 0.15
H 6.3789 0.4402 2.6081 -0.42 0.30 -0.08
H 6.6619 0.2005 4.2968 0.48 -0.04 -0.01
H 6.4148 -2.2077 4.8947 -0.05 0.13 0.35
H 4.5551 -4.0744 4.6026 -0.13 0.28 0.52
H 5.4156 -3.6171 3.1156 0.01 -0.64 0.09
H 3.0153 -3.1099 2.6554 0.26 0.12 -0.59
H 3.0772 -0.7668 4.5207 0.20 0.12 -0.04
H 2.6636 -2.3343 5.1924 -0.11 -0.06 0.09
H 4.7955 -1.7888 1.6663 0.05 0.52 -0.27
C -2.7279 -0.7547 -3.0278 0.08 -0.06 -0.02
C -2.3073 -2.1641 -2.6190 -0.09 0.07 -0.02
C -2.8605 -2.5898 -1.2603 0.05 -0.05 0.00
C -2.3970 -1.7344 -0.0809 -0.06 0.05 0.01
C -0.8840 -1.6587 0.1142 -0.03 -0.14 -0.01
C -0.2464 -3.0138 0.4120 0.01 0.10 -0.08
H -2.3591 -0.0022 -2.3288 -0.02 0.01 0.01
H -2.3370 -0.5035 -4.0142 -0.02 0.02 -0.01
H -3.8159 -0.6717 -3.0687 -0.01 0.02 0.03
H -1.2158 -2.2386 -2.6246 0.00 -0.01 0.01
H -2.6624 -2.8712 -3.3721 0.03 -0.02 -0.01
H -2.5986 -3.6362 -1.0799 -0.01 0.00 0.01
H -3.9533 -2.5579 -1.2989 -0.01 0.01 0.00
H -2.8506 -2.1309 0.8330 0.00 0.01 0.01
H -2.7887 -0.7200 -0.1922 0.00 0.00 0.00
H -0.6810 -0.9792 0.9431 -0.02 0.06 0.00
H -0.4110 -1.2156 -0.7667 -0.01 0.01 -0.01
H -0.6772 -3.4559 1.3132 -0.01 -0.03 -0.01
H 0.8289 -2.9102 0.5690 0.01 -0.03 0.00
H -0.3911 -3.7120 -0.4129 -0.02 -0.03 0.01
C 3.8701 2.7784 1.5540 -0.01 0.01 -0.09
C 4.2944 2.7924 0.0896 0.02 -0.12 0.08
C 5.7833 2.5105 -0.1059 -0.01 0.06 -0.02
C 6.7272 3.5265 0.5414 0.01 -0.05 0.07
C 6.5249 4.9691 0.0827 0.06 0.01 -0.08
C 6.7724 5.1708 -1.4096 -0.05 0.02 0.07
H 4.3790 3.5509 2.1318 0.01 -0.01 0.02
H 2.7982 2.9453 1.6551 -0.01 -0.03 0.03
H 4.0989 1.8039 2.0014 -0.03 0.02 0.07
H 4.0270 3.7501 -0.3608 0.04 0.01 -0.02
H 3.7257 2.0334 -0.4532 -0.03 0.03 -0.02
H 5.9954 2.4444 -1.1750 0.03 -0.02 0.00
H 6.0098 1.5136 0.3024 -0.02 -0.03 -0.03
H 7.7584 3.2281 0.3270 0.01 0.02 -0.01
H 6.6228 3.4856 1.6314 -0.01 0.00 0.00
H 7.2091 5.6078 0.6454 -0.02 0.01 0.02
H 5.5171 5.3074 0.3367 -0.01 -0.01 0.03
H 7.7886 4.8767 -1.6784 0.00 -0.02 -0.02
H 6.6454 6.2177 -1.6828 0.01 0.01 -0.02
H 6.0795 4.5889 -2.0190 0.00 0.00 -0.01
C -6.3426 -0.0420 -0.4376 0.10 0.02 -0.13
C -6.6706 0.7994 -1.6680 -0.02 0.02 0.10
C -8.1687 0.9339 -1.9329 -0.01 0.00 -0.04
C -8.8901 -0.3850 -2.2146 0.02 -0.03 0.03
C -8.3316 -1.1834 -3.3916 -0.07 0.04 -0.06
C -8.4275 -0.4489 -4.7259 0.07 -0.07 0.04
H -6.7008 -1.0672 -0.5426 -0.01 0.00 0.02
H -5.2626 -0.0861 -0.2824 -0.01 -0.02 0.05
H -6.7951 0.3863 0.4587 -0.02 -0.03 0.01
H -6.1706 0.3769 -2.5442 -0.01 0.01 -0.02
H -6.2519 1.8002 -1.5338 0.02 0.00 -0.02
H -8.3192 1.6197 -2.7706 -0.01 -0.01 -0.01
H -8.6409 1.4099 -1.0682 0.01 0.01 0.02
H -9.9461 -0.1687 -2.4018 -0.01 -0.01 -0.02
H -8.8688 -1.0128 -1.3196 0.00 0.01 0.01
H -8.8844 -2.1232 -3.4642 0.02 -0.02 0.01
H -7.2902 -1.4583 -3.1998 0.00 -0.01 0.02
H -9.4646 -0.1991 -4.9572 0.00 0.03 0.00
H -8.0446 -1.0679 -5.5380 -0.01 0.01 -0.02
H -7.8505 0.4769 -4.7204 -0.01 0.02 0.00
```
Positions in Å, forces in eV/Å.

The total charge is +1. Its largest force on an atom is 0.90 eV/A. As for the molecular weight: 403.7 g mol⁻¹. Its total energy is -33687.7207 eV.